The following is a DFT calculation (ωB97M-V with the def2-TZVPD basis set) of a single C3H2INS2 molecule.

XYZ file:
```
9
Properties=species:S:1:pos:R:3:forces:R:3
C 0.871514 -0.394784 -0.449203 0.23 0.07 -0.08
C 0.841980 0.897806 -0.422508 -1.80 0.86 0.75
C -0.215567 -1.288877 -0.028262 -0.67 -0.70 0.28
N -1.520869 1.000515 0.550279 1.60 1.73 -1.54
S -0.129550 -2.919298 -0.171214 0.07 0.23 -0.10
S -1.624697 -0.587600 0.709196 0.25 -1.60 0.43
I 1.404071 2.769390 -0.828353 0.10 -0.45 0.02
H 1.731878 -0.946520 -0.795715 0.28 -0.03 -0.18
H -1.358759 1.469367 1.435778 -0.06 -0.11 0.41
```
Forces are in eV/Å.

Results
multiplicity = 1
molar mass = 243.094 g/mol
LUMO energy (alpha / beta) = -0.0409 / -0.0673 Ha
relative energy (zero: lowest compared OMol25 entry of this formula, charge and spin) = 105.4 kcal per mole
HOMO level (alpha / beta) = -8.27 / -7.91 eV
calculated total energy = -1264.15783 Eh